(1)
A molecular structure, C13H14BiCl2InN2O4. Source: the OMol25 dataset; level of theory: ωB97M-V/def2-TZVPD.

ORCA input file:
```
! RIJCOSX wB97M-V def2-TZVPD def2/J DEFGRID3
* xyz 4 1
In 1.571 0.090 -5.152
Bi -0.874 1.362 -2.905
Cl -1.075 -0.748 -4.571
Cl -1.110 3.547 -4.102
C 1.544 2.013 -2.989
C 1.059 -1.697 -6.926
C 0.694 1.874 -6.949
O 2.068 2.874 -2.416
O 0.408 -2.557 -7.340
O 0.290 2.531 -7.793
C -2.832 -0.151 4.110
C -1.387 0.335 4.128
N -0.714 0.229 2.844
C 0.173 1.348 2.470
C 1.653 1.034 2.456
C -0.529 -1.054 2.378
O -0.803 -2.045 3.055
C -0.013 -1.233 0.969
C 0.739 -2.381 0.658
C 1.232 -2.512 -0.635
C 0.918 -1.557 -1.590
N 0.156 -0.489 -1.297
C -0.349 -0.355 -0.056
H -3.406 0.419 3.369
H -3.267 -0.005 5.106
H -2.850 -1.217 3.878
H -1.324 1.392 4.403
H -0.842 -0.277 4.874
H -0.119 1.724 1.482
H -0.068 2.114 3.210
H 1.904 0.298 1.691
H 2.175 1.961 2.202
H 1.991 0.675 3.435
H 0.918 -3.110 1.453
H 1.872 -3.337 -0.933
H 1.271 -1.571 -2.612
H -1.074 0.473 0.094
*
```

Computed properties:
Highest occupied orbital energy (alpha / beta), eV: -22.189 / -22.357
Energy relative to the best compared isomer or geometry (same formula, charge and spin), kcal/mol: 0.00
Lowest unoccupied orbital energy (alpha / beta), eV: -16.11 / -18.16
Gap between HOMO and LUMO (alpha / beta), eV: 6.084 / 4.202

---

(2)
A molecular structure, CHClFNS. Source: the OMol25 dataset; level of theory: ωB97M-V/def2-TZVPD.

ORCA input file:
```
! RIJCOSX wB97M-V def2-TZVPD def2/J DEFGRID3
* xyz 0 3
C -0.827 -0.420 -0.228
N 1.229 0.242 -0.330
F -0.958 -1.701 -0.545
S -1.737 0.755 0.217
Cl 0.894 1.650 0.507
H 1.399 -0.527 0.380
*
```

Computed properties:
Highest occupied orbital energy (alpha / beta), eV: -7.103 / -9.805
<S²>: 2.0126
Energy relative to the best compared isomer or geometry (same formula, charge and spin), kcal/mol: 23.43
Lowest unoccupied orbital energy (alpha / beta), eV: -0.10 / -2.66
Gap between HOMO and LUMO (alpha / beta), eV: 7.007 / 7.147

---

(3)
2 unconnected molecules or ions with the total composition C6H16N3. Source: the OMol25 dataset; level of theory: ωB97M-V/def2-TZVPD.

ORCA input file:
```
! RIJCOSX wB97M-V def2-TZVPD def2/J DEFGRID3
* xyz 1 1
C -2.658 0.552 -1.217
C -2.218 1.290 1.023
C 0.944 -2.240 0.182
C 2.500 1.350 0.077
C -2.095 0.043 0.146
C -0.704 -0.412 0.011
N 4.305 -0.056 -0.087
N -0.347 -1.637 0.182
N 3.071 0.005 -0.111
H -3.718 0.942 -1.019
H -2.136 1.435 -1.525
H -2.454 -0.085 -2.072
H -2.184 0.958 2.015
H -2.895 2.043 0.767
H -1.253 1.781 0.851
H 1.719 -1.514 -0.295
H 1.331 -2.480 1.086
H 0.853 -3.204 -0.393
H 1.625 1.364 -0.540
H 3.280 2.097 -0.297
H 2.297 1.373 1.151
H -2.767 -0.803 0.434
H 0.005 0.477 -0.266
H 4.721 -0.991 -0.254
H -1.223 -2.289 0.152
*
```

Computed properties:
Highest occupied orbital energy, eV: -12.301
Energy relative to the best compared isomer or geometry (same formula, charge and spin), kcal/mol: 64.61
Lowest unoccupied orbital energy, eV: -4.35
Gap between HOMO and LUMO, eV: 7.955

---

(4)
A single C3H4N2O2 molecule. Source: the OMol25 dataset; level of theory: ωB97M-V/def2-TZVPD.

ORCA input file:
```
! RIJCOSX wB97M-V def2-TZVPD def2/J DEFGRID3
* xyz 0 1
C -0.054 -0.301 -1.546
N -0.005 -0.519 -0.100
N -1.184 -0.108 0.518
C -0.809 0.610 1.501
O 0.527 0.740 1.653
C 1.070 -0.171 0.709
O 2.188 -0.590 0.763
H -0.775 -0.997 -1.975
H -0.399 0.724 -1.739
H 0.926 -0.442 -2.003
H -1.485 1.054 2.219
*
```

Computed properties:
Highest occupied orbital energy, eV: -9.691
Energy relative to the best compared isomer or geometry (same formula, charge and spin), kcal/mol: 49.68
Lowest unoccupied orbital energy, eV: 0.87
Gap between HOMO and LUMO, eV: 10.557

---

(5)
2 unconnected molecules or ions with the total composition C4H9NO. Source: the OMol25 dataset; level of theory: ωB97M-V/def2-TZVPD.

ORCA input file:
```
! RIJCOSX wB97M-V def2-TZVPD def2/J DEFGRID3
* xyz 1 2
C -0.759 -1.848 2.939
C 0.111 -1.626 1.941
N -0.406 -0.844 0.895
H -1.697 -1.236 2.877
H -0.258 -2.304 3.918
H 1.131 -2.107 1.934
H -1.421 -0.813 1.091
H 0.246 -0.865 0.111
O -0.169 0.244 -1.724
C 0.078 1.379 -2.265
C 1.037 2.367 -1.716
H -0.436 1.671 -3.258
H 0.493 3.288 -1.429
H 1.469 2.004 -0.723
H 1.866 2.679 -2.394
*
```

Computed properties:
Highest occupied orbital energy (alpha / beta), eV: -13.649 / -13.644
<S²>: 0.7708
Energy relative to the best compared isomer or geometry (same formula, charge and spin), kcal/mol: 44.55
Lowest unoccupied orbital energy (alpha / beta), eV: -3.84 / -7.62
Gap between HOMO and LUMO (alpha / beta), eV: 9.811 / 6.028

---

(6)
A molecular structure, C33H34FeN9O2S3Sb. Source: the OMol25 dataset; level of theory: ωB97M-V/def2-TZVPD.

ORCA input file:
```
! RIJCOSX wB97M-V def2-TZVPD def2/J DEFGRID3
* xyz 1 6
Fe -0.065 -0.335 1.182
N -3.068 -1.771 4.171
C -2.361 -1.353 3.107
S -0.666 -1.076 3.361
N -3.027 -1.161 1.993
N -2.231 -0.822 0.939
C -2.802 -0.430 -0.154
C -4.252 -0.250 -0.336
C -5.161 -1.271 -0.080
C -6.516 -1.051 -0.264
C -6.972 0.192 -0.677
C -6.071 1.217 -0.920
C -4.714 0.994 -0.762
C -1.877 -0.118 -1.265
C -2.315 -0.007 -2.581
C -1.391 0.262 -3.575
C -0.060 0.419 -3.227
C 0.302 0.272 -1.899
N -0.575 0.000 -0.936
H -2.632 -1.862 5.071
H -4.062 -1.895 4.079
H -4.806 -2.232 0.266
H -7.218 -1.851 -0.079
H -8.031 0.361 -0.809
H -6.422 2.188 -1.240
H -4.010 1.792 -0.962
H -3.362 -0.133 -2.809
H -1.709 0.352 -4.604
H 0.697 0.647 -3.961
H 1.327 0.387 -1.588
N 6.266 1.261 -4.184
C 5.513 0.606 -3.247
C 4.310 -0.016 -3.604
C 3.539 -0.644 -2.649
C 3.932 -0.647 -1.316
C 5.146 -0.072 -0.958
C 5.921 0.557 -1.908
S 2.976 -1.537 -0.136
O 3.863 -2.179 0.790
O 2.037 -2.338 -0.891
N 1.995 -0.500 0.673
C 2.505 0.330 1.633
N 1.497 0.806 2.387
C 1.776 1.687 3.332
C 3.081 2.087 3.562
C 4.052 1.518 2.748
N 3.783 0.651 1.780
H 6.097 1.056 -5.154
H 7.224 1.465 -3.958
H 4.001 -0.026 -4.641
H 2.641 -1.171 -2.939
H 5.477 -0.132 0.065
H 6.865 1.001 -1.623
H 0.942 2.059 3.914
H 3.330 2.795 4.334
H 5.097 1.775 2.874
C -0.580 -3.905 -1.357
Sb -0.242 -3.174 0.612
C -1.904 -4.152 1.534
C 1.273 -4.440 1.392
H -0.679 -4.988 -1.295
H 0.255 -3.642 -1.993
H -1.504 -3.489 -1.755
H -1.861 -5.198 1.239
H -2.847 -3.723 1.212
H -1.829 -4.085 2.616
H 1.100 -5.441 0.999
H 1.179 -4.458 2.477
H 2.260 -4.093 1.113
S -2.514 3.686 2.104
C -2.092 2.033 1.958
N -0.997 1.763 1.316
C -0.391 2.932 0.877
C 0.801 3.014 0.152
C 1.266 4.258 -0.207
C 0.567 5.422 0.143
C -0.610 5.357 0.856
C -1.083 4.097 1.219
H -2.729 1.270 2.372
H 1.348 2.120 -0.115
H 2.187 4.341 -0.767
H 0.958 6.385 -0.151
H -1.148 6.254 1.126
*
```

Computed properties:
Highest occupied orbital energy (alpha / beta), eV: -10.194 / -10.336
<S²>: 8.7678
Lowest unoccupied orbital energy (alpha / beta), eV: -3.00 / -3.56
Gap between HOMO and LUMO (alpha / beta), eV: 7.189 / 6.780

---

(7)
A single C5H10O4 molecule. Source: the OMol25 dataset; level of theory: ωB97M-V/def2-TZVPD.

ORCA input file:
```
! RIJCOSX wB97M-V def2-TZVPD def2/J DEFGRID3
* xyz 0 1
C -0.023 0.035 1.112
C 0.503 0.530 -0.225
C 0.347 -0.623 -1.420
C -0.138 1.822 -0.709
C -0.257 -1.493 0.944
O -1.211 0.658 1.540
O 0.943 0.232 2.129
O -1.005 -0.901 -1.708
O 0.559 -2.305 1.400
H -1.095 0.731 2.502
H 1.293 -0.666 2.322
H -1.056 -1.718 -2.234
H 1.587 0.671 -0.154
H -1.264 -1.762 0.590
H 0.786 -0.144 -2.300
H 0.933 -1.539 -1.294
H 0.399 2.217 -1.577
H -0.122 2.580 0.082
H -1.182 1.676 -1.000
*
```

Computed properties:
Highest occupied orbital energy, eV: -9.863
Energy relative to the best compared isomer or geometry (same formula, charge and spin), kcal/mol: 44.51
Lowest unoccupied orbital energy, eV: 0.67
Gap between HOMO and LUMO, eV: 10.536

---

(8)
2 unconnected molecules or ions with the total composition C6H12O. Source: the OMol25 dataset; level of theory: ωB97M-V/def2-TZVPD.

ORCA input file:
```
! RIJCOSX wB97M-V def2-TZVPD def2/J DEFGRID3
* xyz 0 1
C 2.385 -0.171 -0.110
C 0.916 -0.077 0.267
O 0.811 -0.379 1.642
C 0.350 1.309 -0.021
C -0.422 1.623 -1.243
C -1.127 1.526 0.074
C -2.377 -1.558 0.423
H 2.523 0.038 -1.175
H 2.764 -1.173 0.108
H 2.966 0.552 0.473
H 0.346 -0.806 -0.334
H -0.095 -0.169 1.910
H 0.915 2.114 0.454
H -0.669 0.811 -1.931
H -0.370 2.597 -1.726
H -2.346 -0.462 0.433
H -1.793 -1.941 -0.420
H -3.416 -1.881 0.319
H -1.963 -1.946 1.358
*
```

Computed properties:
Highest occupied orbital energy, eV: -9.263
Energy relative to the best compared isomer or geometry (same formula, charge and spin), kcal/mol: 111.99
Lowest unoccupied orbital energy, eV: -0.59
Gap between HOMO and LUMO, eV: 8.669

---

(9)
A molecular structure, C34H35CrFN3O2SSi. Source: the OMol25 dataset; level of theory: ωB97M-V/def2-TZVPD.

ORCA input file:
```
! RIJCOSX wB97M-V def2-TZVPD def2/J DEFGRID3
* xyz 0 2
Cr 0.042 0.137 0.037
C -6.325 2.067 1.201
Si -5.361 1.602 -0.344
C -4.706 3.159 -1.141
C -6.506 0.723 -1.549
C -4.066 0.329 0.196
C -4.544 -0.805 0.834
C -3.699 -1.821 1.288
C -2.347 -1.649 1.115
N -1.849 -0.562 0.515
C -2.664 0.403 0.026
S -1.773 1.623 -0.814
H -7.135 2.758 0.955
H -5.676 2.557 1.929
H -6.769 1.195 1.686
H -5.557 3.813 -1.358
H -4.180 2.954 -2.072
H -4.017 3.693 -0.487
H -7.313 1.385 -1.873
H -6.962 -0.163 -1.101
H -5.959 0.402 -2.438
H -5.614 -0.919 0.988
H -4.084 -2.707 1.771
H -1.621 -2.379 1.451
O 5.118 2.131 -4.244
C 5.110 2.548 -2.893
C 3.915 1.965 -2.193
C 3.701 2.227 -0.844
C 2.601 1.686 -0.214
N 1.722 0.914 -0.858
C 1.919 0.653 -2.156
C 3.006 1.163 -2.856
C 0.899 -0.224 -2.759
C 0.919 -0.635 -4.081
C -0.062 -1.499 -4.546
C -0.026 -1.982 -5.974
O 1.215 -2.581 -6.307
C -1.039 -1.918 -3.655
C -1.007 -1.456 -2.354
N -0.064 -0.628 -1.910
H 5.884 2.509 -4.683
H 5.062 3.640 -2.817
H 6.016 2.217 -2.373
H 4.386 2.847 -0.279
H 2.384 1.856 0.832
H 3.155 0.943 -3.902
H 1.703 -0.308 -4.750
H -0.132 -1.134 -6.652
H -0.864 -2.661 -6.158
H 1.357 -3.340 -5.731
H -1.821 -2.600 -3.962
H -1.754 -1.757 -1.633
F 0.299 1.190 1.434
C 3.376 -6.259 0.431
C 2.351 -5.824 1.263
C 1.800 -4.564 1.099
C 2.265 -3.704 0.102
C 3.280 -4.163 -0.740
C 3.837 -5.422 -0.575
C 1.672 -2.372 -0.143
C 1.167 -1.473 0.719
C 1.410 -1.629 2.173
C 0.454 -1.310 3.142
C 0.719 -1.457 4.495
C 1.966 -1.888 4.924
C 2.950 -2.152 3.980
C 2.676 -2.020 2.630
H 3.805 -7.244 0.562
H 1.976 -6.475 2.044
H 1.002 -4.233 1.753
H 3.641 -3.513 -1.530
H 4.632 -5.751 -1.234
H 1.621 -2.160 -1.209
H -0.504 -0.916 2.839
H -0.049 -1.211 5.218
H 2.177 -1.995 5.981
H 3.939 -2.459 4.297
H 3.461 -2.216 1.907
*
```

Computed properties:
Highest occupied orbital energy (alpha / beta), eV: -7.178 / -7.106
<S²>: 0.7611
Lowest unoccupied orbital energy (alpha / beta), eV: -0.53 / -0.54
Gap between HOMO and LUMO (alpha / beta), eV: 6.648 / 6.567

---

(10)
A molecular structure, C20H36Cl2N2NiO6P. Source: the OMol25 dataset; level of theory: ωB97M-V/def2-TZVPD.

ORCA input file:
```
! RIJCOSX wB97M-V def2-TZVPD def2/J DEFGRID3
* xyz -1 3
O 0.636 -0.611 -3.178
C -0.335 0.230 -3.151
C -0.283 1.688 -3.435
C 0.123 2.759 -2.625
H 0.188 2.635 -1.534
C 0.372 3.979 -3.258
H 0.723 4.814 -2.657
C 0.228 4.108 -4.640
H 0.456 5.052 -5.128
C -0.234 3.037 -5.395
H -0.344 3.102 -6.462
C -0.516 1.831 -4.797
H -0.875 0.952 -5.327
H -1.487 -0.115 -3.031
C -2.361 -0.892 -1.064
C -1.853 0.506 -0.872
H -3.254 -0.833 -1.731
H -2.656 -1.297 -0.065
H -1.660 -1.618 -1.517
C -2.510 1.703 -1.048
C -3.953 1.834 -0.698
H -2.007 2.580 -1.461
H -4.510 2.270 -1.515
H -4.059 2.473 0.177
H -4.367 0.856 -0.447
Ni -1.677 1.060 0.928
Cl 0.322 1.842 0.676
Cl -3.016 0.210 2.341
H 4.192 1.545 -2.090
H 4.668 0.723 0.710
C 3.161 1.499 -1.718
C 3.598 0.961 0.665
N 3.043 0.571 -0.612
H 2.510 1.183 -2.536
C 2.610 -0.690 -0.792
O 2.501 -1.532 0.105
H 3.084 0.451 1.480
H 2.344 -0.927 -1.838
H 2.872 2.499 -1.392
H 3.483 2.039 0.779
H -0.146 -6.085 1.016
H 1.823 -5.701 -0.642
C -0.724 -5.424 0.356
C 1.179 -4.995 -1.181
N 0.149 -4.472 -0.300
H -1.472 -4.880 0.932
C 0.062 -3.155 -0.001
O -0.677 -2.677 0.855
H 1.780 -4.159 -1.554
H 0.733 -2.539 -0.623
H -1.209 -6.057 -0.398
H 0.724 -5.528 -2.026
C 0.713 -0.909 3.024
O 1.428 0.178 3.612
P 1.116 0.832 5.076
O 0.828 -0.467 6.043
C -0.494 -0.991 6.279
O -0.428 1.407 4.944
C -0.840 2.364 3.975
H 1.114 -1.008 2.013
H -0.368 -0.708 2.935
H 0.891 -1.841 3.577
H -1.024 -1.234 5.343
H -0.314 -1.920 6.838
H -1.096 -0.313 6.897
H -0.906 3.354 4.450
H -0.173 2.411 3.096
H -1.826 2.041 3.620
*
```

Computed properties:
Highest occupied orbital energy (alpha / beta), eV: -4.625 / -4.984
<S²>: 2.0331
Lowest unoccupied orbital energy (alpha / beta), eV: 2.63 / 2.59
Gap between HOMO and LUMO (alpha / beta), eV: 7.256 / 7.578

---

(11)
A molecular structure, C15H13IrN11O7S2. Source: the OMol25 dataset; level of theory: ωB97M-V/def2-TZVPD.

ORCA input file:
```
! RIJCOSX wB97M-V def2-TZVPD def2/J DEFGRID3
* xyz 1 1
Ir -0.588 0.302 0.294
C -5.474 -0.714 1.937
S -4.111 -1.199 3.008
C -2.711 -0.725 2.108
S -2.870 -0.040 0.519
N -1.596 -0.892 2.774
N -0.495 -0.475 2.100
C 0.658 -0.516 2.662
C 1.791 -0.021 1.888
C 3.083 0.008 2.382
C 4.098 0.503 1.579
C 3.797 0.945 0.300
C 2.482 0.886 -0.130
N 1.501 0.424 0.643
H -6.371 -0.993 2.486
H -5.449 -1.251 0.992
H -5.476 0.360 1.769
H 0.758 -0.890 3.673
H 3.280 -0.346 3.384
H 5.115 0.538 1.946
H 4.560 1.330 -0.360
H 2.200 1.219 -1.118
O 2.669 7.132 -0.121
N 2.126 6.418 -0.934
O 2.160 6.552 -2.138
C 1.365 5.271 -0.411
C 0.733 4.432 -1.297
C 0.051 3.331 -0.794
C -0.075 3.056 0.594
O -0.848 2.161 1.099
C 0.635 3.957 1.423
C 1.315 5.053 0.958
N 0.696 3.700 2.871
O 1.015 2.577 3.210
O 0.618 4.658 3.600
N -0.594 2.496 -1.799
O -0.920 2.983 -2.838
O -0.778 1.256 -1.603
H 0.778 4.627 -2.358
H 1.816 5.726 1.641
N -0.420 -4.927 -0.397
N -0.395 -3.594 -0.742
N -0.091 -3.194 -1.954
C -0.079 -1.880 -1.804
N -0.360 -1.546 -0.540
N -0.564 -2.664 0.136
H -0.685 -5.455 -1.222
H -1.090 -5.051 0.354
H 0.113 -1.179 -2.597
*
```

Computed properties:
Highest occupied orbital energy, eV: -11.351
Energy relative to the best compared isomer or geometry (same formula, charge and spin), kcal/mol: 3.36
Lowest unoccupied orbital energy, eV: -4.42
Gap between HOMO and LUMO, eV: 6.935

---

(12)
A gas-phase ion, C4H8NO2 (charge -1). Source: the OMol25 dataset; level of theory: ωB97M-V/def2-TZVPD.

ORCA input file:
```
! RIJCOSX wB97M-V def2-TZVPD def2/J DEFGRID3
* xyz -1 1
C 1.627 -0.037 -0.625
C 0.151 -0.178 -0.188
C -0.738 0.361 -1.327
N -0.141 0.401 1.067
C -1.078 -0.454 1.967
O -0.663 -0.521 3.124
O -2.062 -0.902 1.371
H 2.230 -0.324 0.241
H 1.931 0.930 -1.053
H 1.781 -0.781 -1.419
H -0.015 -1.260 -0.120
H -1.789 0.020 -1.298
H -1.031 1.418 -1.220
H -0.239 0.250 -2.293
H 0.038 1.078 1.773
*
```

Computed properties:
Highest occupied orbital energy, eV: -3.409
Energy relative to the best compared isomer or geometry (same formula, charge and spin), kcal/mol: 31.31
Lowest unoccupied orbital energy, eV: 3.97
Gap between HOMO and LUMO, eV: 7.380